28
Properties=species:S:1:pos:R:3:forces:R:3:nbo_charge:R:1 method="wB97M-V/def2-TZVPD" e_above_lowest_kcal_mol=0.00 spin_multiplicity=3 gap_ev="4.9 / 5.3" e_tot_ha=-1778.3163 lumo_energy_ev="-14.515 / -14.378" total_charge=+3
V -0.03501 0.30529 -0.72468 1.63 -4.59 -3.87 0.346
O -0.02162 3.29360 -0.94207 0.06 -5.77 -0.48 -0.200
C -0.02136 2.12463 -0.96866 -0.16 11.36 0.35 0.558
C -0.00145 -1.76388 -1.32418 -0.12 -6.23 0.24 0.569
O -0.02006 -2.92025 -1.33618 0.10 5.22 -0.28 -0.251
C 1.89098 0.31055 -1.29572 8.80 0.71 -0.85 0.569
O 3.05381 0.37515 -1.43850 -6.59 -0.45 0.49 -0.235
C -1.89756 0.18599 -1.27722 -9.98 0.17 -1.00 0.549
O -3.06150 0.19085 -1.41286 6.39 -0.15 0.39 -0.221
C -0.00399 1.10385 -4.55472 -0.01 -0.78 2.50 -0.304
H -0.89563 1.58283 -4.21011 -0.84 0.63 -1.08 0.195
H 0.87871 1.59463 -4.20223 0.82 0.63 -1.09 0.195
C 0.00494 -0.24103 -4.64500 0.00 0.24 2.54 -0.297
H 0.90217 -0.76810 -4.37536 0.63 -0.35 -1.16 0.196
H -0.88524 -0.78205 -4.37949 -0.62 -0.36 -1.18 0.197
N -0.04106 -0.70892 4.79583 -0.34 0.48 -1.33 -0.528
C -0.01055 -0.46788 3.48746 0.02 -0.51 2.94 0.270
C 1.07558 -1.06389 2.75125 0.68 -0.31 -1.12 -0.137
C 1.06910 -0.83894 1.40326 -0.31 -0.21 3.02 0.010
N 0.06572 -0.01286 1.02915 -0.04 0.79 -2.90 -0.388
C -0.98526 0.60990 1.61709 0.32 -0.77 3.03 0.025
C -1.05849 0.35967 2.95367 -0.85 0.79 -0.80 -0.166
H 0.67385 -1.27558 5.22678 0.08 -0.13 0.39 0.454
H -0.79137 -0.32409 5.36919 0.25 -0.19 0.16 0.457
H 1.87262 -1.65848 3.21770 -0.54 0.24 0.05 0.297
H 1.77823 -1.23401 0.66205 -0.34 0.23 0.55 0.269
H -1.66481 1.23245 1.01268 0.36 -0.30 0.55 0.270
H -1.87076 0.79060 3.56089 0.59 -0.38 -0.07 0.300